[1]
11
Properties=species:S:1:pos:R:3:forces:R:3:nbo_charge:R:1 method="wB97M-V/def2-TZVPD" homo_energy_ev=-9.9230 smiles="C#CC(=O)NC" spin_multiplicity=1 homo_lumo_gap_ev=10.763 total_charge=0
C -0.47191 -2.16065 -0.05265 0.3 0.1 0.2 -0.169
C 0.21683 -1.36046 0.52051 -0.3 -0.5 -0.3 -0.111
C 0.82062 -0.12281 1.00622 0.0 0.2 0.2 0.600
O 1.59205 -0.03616 1.94420 -0.4 0.0 -0.4 -0.575
N 0.35657 0.93505 0.27488 0.1 0.0 0.3 -0.597
C -0.56897 0.84437 -0.84284 -0.1 0.1 -0.1 -0.417
H -1.08975 -2.82524 -0.60569 0.0 -0.2 0.1 0.237
H 0.59329 1.83737 0.65810 0.1 0.0 -0.1 0.409
H -1.02506 1.82212 -1.00657 0.1 -0.1 0.0 0.211
H -1.35184 0.11397 -0.63037 0.0 0.3 0.0 0.213
H -0.07181 0.52347 -1.76548 0.0 0.1 0.1 0.198

[2]
21
Properties=species:S:1:pos:R:3:forces:R:3:nbo_charge:R:1 method="wB97M-V/def2-TZVPD" homo_energy_ev="-6.5872 / -6.5837" spin_multiplicity=1 homo_lumo_gap_ev="7.207 / 7.203" total_charge=0
C 0.70119 0.48702 -0.21931 -3.7 1.2 -0.7 0.061
C 0.50276 -1.05777 -0.29070 3.7 -1.9 2.7 0.220
C 0.34986 -0.19850 -1.50875 0.0 0.1 0.3 -0.440
C -1.12319 0.62430 0.78784 1.4 0.6 -0.7 -0.199
C 1.21373 1.85567 0.07242 1.0 -0.3 0.3 -0.624
C -0.23847 -2.15637 0.37975 -0.6 0.0 0.0 -0.657
N -2.29853 0.50924 0.02680 0.0 -0.3 -0.2 -0.817
N 1.85470 -0.76609 0.09283 -0.3 3.1 -3.8 0.002
O 2.70829 -0.45318 0.97096 -1.1 -2.2 1.7 -0.501
H -2.32309 1.07879 -0.80908 0.0 0.0 0.1 0.370
H -2.59588 -0.43536 -0.17648 0.0 0.1 0.0 0.365
H -0.65608 -0.08701 -1.89951 -0.2 0.0 0.2 0.208
H 1.09826 -0.25259 -2.29738 0.0 -0.2 0.3 0.242
H -0.98548 1.64897 1.11998 0.1 0.0 0.0 0.187
H -1.11202 -0.02736 1.65587 0.1 -0.2 -0.2 0.192
H 1.46645 1.92318 1.13359 0.0 0.0 -0.1 0.241
H 2.13201 2.02599 -0.49891 0.0 0.0 0.1 0.233
H 0.49562 2.64139 -0.17039 -0.1 -0.2 -0.1 0.217
H -0.10105 -2.08970 1.46138 -0.1 0.0 -0.1 0.241
H -1.29719 -2.16677 0.11456 0.0 -0.1 0.1 0.209
H 0.20810 -3.10384 0.05453 -0.1 0.2 -0.1 0.250

[3]
11
Properties=species:S:1:pos:R:3:forces:R:3:nbo_charge:R:1 method="wB97M-V/def2-TZVPD" homo_energy_ev=-9.3564 spin_multiplicity=1 homo_lumo_gap_ev=8.785 total_charge=0
C 1.35952 -0.97018 1.63833 3.8 0.0 -0.6 -0.688
C 0.63097 -0.30356 0.58894 -2.8 0.4 -2.3 0.029
C -0.18158 0.06144 -0.26748 2.8 -1.0 3.2 -0.064
C -0.77622 0.66772 -1.40960 -1.9 -0.7 -1.8 -0.160
H 1.99690 -0.22485 2.22853 -0.7 -1.1 -0.8 0.237
H 0.77601 -1.50451 2.31282 -1.4 -0.6 1.2 0.234
H 2.06743 -1.81171 1.21279 -1.1 1.9 0.6 0.235
H -1.50850 0.04479 -1.96255 0.8 -0.6 0.5 0.188
H 0.03429 0.74565 -2.12559 0.2 0.9 -0.3 0.208
H -2.90436 1.42414 -0.99620 5.5 1.9 -0.7 0.413
O -1.49447 1.87107 -1.21999 -5.0 -1.0 1.0 -0.631

[4]
17
Properties=species:S:1:pos:R:3:forces:R:3:nbo_charge:R:1 method="wB97M-V/def2-TZVPD" homo_energy_ev="-7.6301 / -7.1884" spin_multiplicity=1 homo_lumo_gap_ev="7.835 / 7.943" total_charge=0
C -1.92752 0.35517 0.36148 0.1 0.1 0.1 -0.681
C -0.98904 -0.15550 -0.69395 -1.0 -0.7 -1.0 -0.068
C 0.35386 -0.90486 -0.60957 -0.8 -0.3 -0.1 -0.335
C 1.40602 0.07631 -1.08506 -0.1 0.3 0.1 -0.427
C 1.22650 1.03348 0.07821 1.1 0.2 0.3 -0.144
C 0.94408 0.30026 1.22675 -0.1 -0.1 0.1 -0.292
C 0.49951 -0.96816 0.85742 0.7 0.2 0.7 -0.146
H -2.54224 1.14540 -0.09002 0.1 -0.1 0.1 0.221
H -2.63964 -0.41257 0.70702 0.2 0.0 -0.1 0.206
H -1.42513 0.75906 1.24162 -0.1 0.0 -0.1 0.218
H -1.58078 -0.49265 -1.56000 0.2 0.2 0.0 0.165
H 0.29182 -1.86570 -1.13344 0.0 0.2 0.1 0.224
H 1.16474 0.49227 -2.06494 0.0 0.0 0.1 0.214
H 2.43212 -0.33656 -1.11061 -0.2 0.0 0.1 0.203
H 1.61464 2.04895 0.09302 -0.1 -0.1 0.0 0.204
H 0.96242 0.69606 2.23825 0.0 -0.1 -0.2 0.221
H 0.09499 -1.74095 1.49977 0.1 0.1 -0.1 0.216

[5]
10
Properties=species:S:1:pos:R:3:forces:R:3:nbo_charge:R:1 method="wB97M-V/def2-TZVPD" homo_energy_ev=-4.2604 smiles="NC(=O)OC[O-]" spin_multiplicity=1 homo_lumo_gap_ev=8.652 total_charge=-1
N 1.15493 0.48146 -0.71746 -1.4 -0.1 0.8 -0.972
C -0.10707 0.17202 -1.30845 4.0 0.2 1.1 0.892
O -0.21558 0.27898 -2.50188 -1.3 -0.1 -1.9 -0.720
O -1.00314 -0.25555 -0.47475 -0.9 -0.2 1.3 -0.640
C -0.72795 -0.32998 1.22743 -0.1 0.2 1.6 0.280
O 0.46332 0.00352 1.64389 -1.8 -0.7 -0.1 -0.818
H 1.03028 0.33712 0.34850 1.4 0.2 -1.3 0.421
H 2.02429 0.32929 -1.23436 -1.0 0.1 0.2 0.367
H -1.04993 -1.41683 1.50040 0.3 1.4 -1.1 0.095
H -1.56914 0.39998 1.51667 0.8 -0.8 -0.6 0.094

[6]
47
Properties=species:S:1:pos:R:3:forces:R:3:lowdin_charge:R:1 method="wB97M-V/def2-TZVPD" homo_energy_ev=-12.6001 spin_multiplicity=1 homo_lumo_gap_ev=6.962 total_charge=+1
O 2.33258 -2.14189 1.82789 0.6 1.5 0.8 -0.287
V 2.83025 -0.64550 2.07005 0.9 1.0 -4.7 1.063
O 3.96174 -0.31750 0.96422 -2.0 -1.5 2.5 -0.237
O -2.83615 -2.54723 3.10014 -0.2 -0.5 1.0 -0.244
V -1.86995 -1.64060 2.31254 -1.8 1.4 -1.6 0.990
O -1.83172 -0.25189 3.06116 0.5 -1.0 0.3 -0.279
O -2.49875 2.01861 1.41272 0.1 0.6 -0.7 -0.246
V -1.99245 2.50502 0.01326 0.8 -2.2 -1.9 1.070
O -2.81070 1.69279 -1.07698 0.3 1.0 1.6 -0.243
S 0.32977 0.21393 0.10871 -0.2 -2.2 -2.1 0.431
O 1.36335 0.43430 1.14938 1.1 0.2 2.1 -0.385
O -0.81213 -0.54170 0.65869 0.3 0.0 0.2 -0.372
O -0.13493 1.55333 -0.36444 -1.3 0.8 1.1 -0.370
O 0.94066 -0.51093 -0.98818 -0.6 0.6 0.9 -0.276
O -2.22176 -1.44505 -1.59207 0.1 0.0 0.1 -0.040
H -2.46309 -2.37196 -1.69872 0.0 0.0 -0.1 0.069
H -1.80632 -1.38873 -0.71564 -0.2 -0.1 -0.4 -0.021
O 1.91665 3.46015 -0.24318 -0.4 0.1 0.1 -0.044
H 1.11884 2.90906 -0.19251 0.6 0.0 0.0 -0.024
H 2.63900 2.87553 0.00631 0.0 0.0 -0.2 0.039
O 3.24147 -0.59248 -2.46050 -0.1 -0.1 0.2 -0.051
H 2.53788 -0.58853 -1.79172 0.4 0.1 -0.2 -0.027
H 3.64076 -1.46626 -2.40479 0.0 0.0 -0.1 0.044
O -1.07478 3.90300 -1.61628 -0.2 0.2 0.5 -0.037
H -0.16268 4.04978 -1.91526 0.1 0.0 0.3 0.101
H -1.61837 4.49596 -2.15277 0.0 -0.1 0.0 0.108
O 0.42828 -3.44768 -0.70203 0.0 0.2 0.4 -0.029
H 1.29686 -3.84461 -0.57447 -0.1 -0.1 0.0 0.081
H 0.61136 -2.53062 -0.97112 0.0 -0.1 -0.3 0.021
O 0.24013 2.37052 2.91360 0.4 0.2 0.1 -0.044
H 0.43280 2.18626 3.83889 -0.3 0.1 0.1 0.051
H 0.65719 1.65255 2.42639 -0.1 0.0 -0.1 -0.033
O -1.70606 -3.44664 0.87653 1.1 0.6 -0.2 -0.085
H -2.10292 -4.31678 0.76300 -0.3 0.1 0.4 0.096
H -0.83530 -3.50973 0.39229 -0.1 0.0 -0.3 0.028
O -0.52943 1.27197 -3.36608 0.1 0.2 -0.1 -0.031
H -0.93710 0.47869 -3.00247 -0.1 0.0 -0.1 0.010
H -0.52639 1.90968 -2.64658 -0.1 -0.3 -0.1 -0.023
O 0.26497 -1.78795 -3.30590 0.0 -0.4 -0.1 -0.048
H 0.93581 -1.14159 -3.06941 0.1 0.2 -0.3 0.000
H -0.48689 -1.60156 -2.73264 -0.1 0.0 -0.1 -0.023
O -3.61193 -1.02580 1.03452 0.6 0.3 0.2 -0.029
H -3.52347 -0.21806 0.50666 0.1 0.0 0.1 0.059
H -4.35104 -1.50807 0.64759 0.1 -0.3 0.2 0.113
O 3.45569 1.31753 3.03821 0.2 -0.5 0.5 -0.047
H 3.16902 2.22610 3.20707 -0.4 -0.1 -0.1 0.102
H 4.39924 1.30458 3.25391 0.0 0.1 -0.1 0.099

Asked for relative energy (zero: lowest compared OMol25 entry of this formula, charge and spin) across the records above, the calculation gives 184.9 822.2 441.1 378.7 155.9 377.1 kJ/mol in order.